1.
9
Properties=species:S:1:pos:R:3:forces:R:3 method="wB97M-V/def2-TZVPD" lumo_ev=0.1 e_homo_ev=-8.53 smiles="C=C=S.C#C"
H 1.63206 0.93348 1.83001 0.886 -0.015 -0.862
S -1.43149 -0.66599 -2.50844 0.458 -0.431 -1.530
C -1.89656 0.00671 0.21093 -0.899 0.579 -2.535
H -2.72020 0.69679 0.40884 0.426 -0.209 0.010
H -1.41126 -0.52502 0.94264 1.002 -0.892 1.918
C 2.38155 -0.14104 -0.01752 -0.718 2.701 3.577
H 2.88576 -0.54317 -0.78038 1.217 -1.545 -2.603
C -1.61816 -0.33165 -1.03560 -0.963 0.960 2.147
C 2.17829 0.56989 0.94952 -1.408 -1.147 -0.122


2.
9
Properties=species:S:1:pos:R:3:forces:R:3 method="wB97M-V/def2-TZVPD" lumo_ev=-0.4 e_homo_ev=-8.29
C 0.06350 -1.19304 0.18293 -0.271 -3.111 1.882
H -0.56685 1.69283 -1.03834 -0.527 0.919 0.049
C -0.40215 1.15826 -0.12589 0.886 -0.642 -0.383
H 0.51928 1.23489 0.43548 0.541 0.784 -0.706
C -1.35316 0.65772 0.87131 -1.457 0.976 2.369
S -2.55869 -0.17650 -0.09638 1.407 -0.266 -0.668
C -0.73663 -0.27157 -0.32125 -1.105 -0.087 -1.622
H 1.13005 -1.06203 0.22290 0.248 0.287 -0.035
H -0.29957 -2.16210 0.63748 0.279 1.138 -0.886


3.
9
Properties=species:S:1:pos:R:3:forces:R:3 method="wB97M-V/def2-TZVPD" lumo_ev=-0.6 e_homo_ev=-8.48
H -2.21018 -0.17669 -0.83045 -1.294 -0.458 -1.707
C -1.53593 -0.00114 -0.07315 1.254 0.864 2.328
S 3.63182 0.39715 0.16463 -1.818 0.293 0.693
C 2.47239 -0.74920 -0.25266 -0.805 1.952 -0.302
C -0.29472 -0.40401 -0.08270 2.945 0.655 -0.110
H 3.13238 1.60188 0.90385 0.262 -1.635 -0.992
C 0.99698 -0.81089 -0.03944 -0.897 -2.809 1.135
H 0.95175 -1.95259 0.27690 -0.138 1.866 -0.266
H -1.91785 0.59966 0.79436 0.491 -0.728 -0.779


4.
9
Properties=species:S:1:pos:R:3:forces:R:3 method="wB97M-V/def2-TZVPD" lumo_ev=0.5 e_homo_ev=-8.62
S -2.25706 -0.61020 0.11340 0.430 -0.020 -0.259
H 0.77786 1.60801 0.02250 -0.166 2.339 -0.028
C 0.09641 0.82204 0.12885 -0.215 -1.603 0.016
C -1.26085 0.85054 0.12736 0.709 0.732 -0.379
C 1.05985 -0.27025 0.12722 0.320 -2.319 -0.117
H -1.32385 -1.47064 -0.41159 -0.385 0.591 0.402
H -1.84083 1.84253 0.04393 1.109 -1.788 0.276
H 2.81755 -1.63504 -0.20347 0.461 -0.667 0.105
C 1.93092 -1.13700 0.05180 -2.264 2.735 -0.015


5.
10
Properties=species:S:1:pos:R:3:forces:R:3 method="wB97M-V/def2-TZVPD" lumo_ev=-0.2 e_homo_ev=-8.15
H 0.06899 -1.00805 0.73601 -1.278 0.633 -0.203
C 0.06568 1.01060 0.00978 -2.104 1.495 1.254
H -0.49377 1.56224 -0.77540 0.718 -0.089 0.385
C 1.81931 -0.90905 -0.09662 -0.109 -2.223 1.174
H 2.70785 -1.48005 -0.16657 0.994 -0.222 -0.537
S 1.73510 0.55444 -0.55471 0.360 2.274 -0.522
S -3.35440 -0.66475 -0.50241 0.042 -0.145 0.090
H 0.00898 1.62005 0.99036 0.955 -0.319 -1.710
C -0.67509 -0.21074 0.37542 0.434 -1.710 0.007
C -1.88266 -0.47468 -0.01588 -0.013 0.307 0.063


6.
10
Properties=species:S:1:pos:R:3:forces:R:3 method="wB97M-V/def2-TZVPD" lumo_ev="-0.4 / -0.4" e_homo_ev="-7.63 / -7.63"
C -0.92331 -0.54395 -0.53582 0.364 -2.640 -1.926
S -0.31630 2.02689 -0.49778 0.550 -0.219 -1.894
H -1.30830 0.57629 1.24928 0.890 0.276 -1.552
H 0.13601 1.31359 -1.64925 -0.480 1.276 1.357
C 1.27288 -0.04062 1.23249 -1.656 1.827 -0.882
H 0.92296 -0.66995 2.03388 0.460 -0.529 0.090
S 2.58734 0.76011 0.87805 -1.109 -0.843 0.115
C -0.84538 -1.48402 -1.30917 -0.467 0.619 1.428
H -0.82825 -2.48033 -1.68370 -0.025 0.165 -0.437
C -0.69766 0.54199 0.28202 1.474 0.067 3.701


7.
91
Properties=species:S:1:pos:R:3:forces:R:3 method="wB97M-V/def2-TZVPD" lumo_ev=3.1 charge=-2 e_homo_ev=-1.32
H 4.53679 -3.67834 7.38758 -0.074 0.034 -0.098
H 2.33495 5.34952 1.50028 -0.036 -0.085 0.071
H 0.46978 5.19253 -5.78167 -0.142 -0.088 0.057
H -0.37709 2.84721 -9.33572 -0.115 -0.011 -0.034
H -0.49876 -7.10853 -0.46341 -0.053 0.076 0.107
O -0.46666 3.36776 0.90474 -0.253 0.715 -0.320
H 1.67156 -3.02072 3.81873 -0.687 0.619 -1.604
H -0.28235 2.05661 -3.53056 0.085 -0.193 0.119
H 1.08073 -1.02004 -6.38859 0.038 0.094 0.079
H -3.25813 3.05792 -6.34509 0.177 -0.085 0.113
H -2.86556 3.14953 -7.81323 0.215 -0.175 -0.049
O 4.03347 2.10017 4.61005 0.113 0.502 -0.001
Br 3.34753 -2.39835 1.00542 0.262 0.684 -0.106
H 1.08650 4.57632 1.89741 -0.082 -0.244 0.059
H 2.67678 -5.29733 4.66912 0.040 0.198 -0.395
H 4.31493 -1.54023 3.39194 -1.514 0.626 0.008
H -3.25664 5.26009 -0.94985 -0.079 -0.089 -0.197
O 2.69964 -4.38741 4.99066 0.337 -0.597 0.249
H -3.40254 -0.98989 -0.31942 0.337 -0.126 0.368
H -1.15405 -6.54790 0.78129 0.115 0.083 -0.010
O -1.17937 0.58774 3.57260 0.706 -0.781 -0.661
H -0.87909 5.24220 -0.94840 0.129 -0.221 -0.072
H -1.28972 2.76669 4.35868 0.039 -0.407 -0.291
H 0.05607 2.23604 -5.00447 -0.175 0.130 0.200
O 3.63916 -3.33464 7.31252 0.428 0.040 0.654
H 1.65348 4.52617 -9.93635 0.003 -0.057 0.076
H -1.19766 4.46193 -2.21595 -0.020 0.023 0.129
H 3.71244 2.48651 3.78632 -0.019 -0.033 0.054
H -1.89292 -1.08383 -0.17842 0.485 0.046 0.906
H 1.00327 0.59707 6.47274 -0.160 -0.207 -0.255
O -2.51623 2.91464 -6.94523 -0.665 0.119 0.376
O -5.11311 -2.81257 -2.58002 0.091 -0.052 -0.048
H 3.69884 -2.44145 7.67023 -0.207 0.018 -0.249
B -0.14788 -1.69672 3.67872 -0.335 0.084 -0.965
H 2.50161 -1.41864 -9.97355 -0.095 0.059 -0.014
O -1.13400 5.36219 -1.87451 -0.076 0.041 0.180
H -1.02066 3.63149 5.58226 0.004 -0.030 -0.119
O 1.81585 5.09353 2.26981 0.049 0.165 -0.174
O 1.56455 -0.21292 -6.59885 -0.093 -0.093 -0.177
C -0.71078 -0.38955 2.86792 -1.199 2.378 -2.225
O -4.16698 4.94100 -0.99714 -0.102 -0.194 -0.036
H 1.81430 -0.52914 1.85802 0.322 -1.239 0.610
H -1.04385 -2.50686 3.69366 -0.340 -0.232 -0.002
H 1.24856 3.92620 -6.10522 -0.051 0.012 0.140
H -1.20949 -9.11780 1.80264 -0.030 0.109 -0.049
O -1.18039 -8.77586 0.90122 -0.284 -1.040 0.276
H 0.02427 -1.38438 4.82714 0.460 0.033 0.231
H -0.98556 0.75563 -0.48927 0.018 -0.131 0.250
H -0.63892 -9.41631 0.42589 -0.009 0.099 0.036
H -0.43493 0.51376 -1.89474 -0.034 -0.055 0.201
O 1.67742 0.36048 5.82656 0.362 0.793 0.517
H -4.52707 0.09702 -1.61760 0.256 0.258 -0.063
H -4.22905 -3.19166 -2.50903 -0.035 0.114 0.094
H 1.32145 -6.32739 5.74511 0.099 0.125 0.004
O 0.36617 4.31538 -6.16950 0.353 -0.023 -0.324
H 1.30999 4.33978 -8.46694 0.012 0.012 -0.046
H 2.02687 -0.72102 -8.70679 -0.234 0.212 0.099
Br 0.59608 -3.86929 1.67209 -0.125 0.371 0.506
C 1.14807 -2.43371 2.98944 1.582 0.354 1.019
C 3.31114 -1.01021 3.54213 0.279 0.183 -0.143
H 2.22390 -7.78628 3.15444 0.063 0.104 0.072
O 0.36598 1.79942 -4.20027 -0.052 0.113 -0.360
O -0.76631 -0.26396 1.50108 0.212 -0.677 2.562
O -1.26174 3.69163 4.65273 -0.055 0.056 0.168
H -4.51534 5.09823 -0.10941 0.198 0.091 -0.212
C 2.24185 -1.42052 2.40479 0.181 -0.721 0.877
H -4.44702 6.72816 2.09045 0.045 -0.117 -0.055
O 1.67790 -6.52807 6.62137 -0.274 -0.395 0.135
H -5.01394 -1.92828 -2.20938 -0.091 -0.087 -0.050
H 2.96453 -1.32455 4.58300 0.154 0.700 -1.484
O -4.09809 6.57360 1.20485 -0.023 0.378 0.439
H 1.50707 -6.59897 2.52051 0.073 0.515 0.046
H -5.30563 1.36488 -1.30910 0.062 -0.081 -0.024
H 3.54338 0.11876 3.49444 -0.541 -1.872 0.281
H 1.09735 0.47353 -6.10559 0.118 -0.137 0.132
H 1.35665 0.74796 5.00016 -0.290 -0.453 -0.092
H 2.95233 -4.46936 5.92190 -0.270 0.292 -0.281
O 2.10847 -6.83426 3.24463 -0.196 -0.434 -0.025
O -0.37130 -6.45679 0.23051 0.282 0.517 -0.386
H -3.18887 6.89198 1.25298 -0.035 -0.129 -0.048
O -5.40938 0.48190 -1.68251 -0.022 -0.066 0.027
O 1.96237 4.08946 -9.13485 -0.067 0.108 0.030
H -0.85588 3.53969 -8.06895 -0.152 -0.040 0.170
H -1.25038 3.28079 1.46177 0.213 -0.318 0.190
H 3.35996 2.33941 5.25811 -0.044 -0.308 -0.051
O 1.77938 -0.88299 -9.62823 0.257 -0.168 0.013
H -0.63226 2.76021 0.17121 0.233 -0.289 0.114
O -0.94007 1.15344 -1.38037 0.283 0.463 -0.071
O -2.59520 -1.07785 -0.83805 -0.969 -0.236 -0.678
O -1.10307 3.38017 -8.98902 0.527 0.165 -0.450
H 0.93052 -6.39172 7.21342 0.103 0.108 -0.055


8.
20
Properties=species:S:1:pos:R:3:forces:R:3 method="wB97M-V/def2-TZVPD" lumo_ev=-10.8 charge=+1 e_homo_ev=-13.14
F -8.62329 -1.64408 -4.18695 0.223 1.259 -0.445
F 4.78555 -0.97858 -0.48880 -0.336 0.152 -0.752
F -9.58823 -2.89848 -2.59207 -0.758 0.279 1.632
H 4.68672 3.01322 1.87261 -0.118 -0.336 -0.133
C 3.61156 3.14853 1.99014 -0.947 -0.441 -0.493
H 1.87463 1.79002 2.63376 -0.079 0.800 -0.235
F -7.91507 -3.68910 -3.82127 1.146 -0.827 -0.260
H 3.51067 4.13118 2.45091 -0.323 -0.347 0.753
O 2.20563 0.45453 0.30329 1.351 -0.586 0.245
H 3.11165 3.30237 1.03384 0.401 -0.251 -0.333
F 3.14508 -2.14141 0.40722 0.653 0.055 -0.265
F 4.89041 -1.48232 1.56967 -0.656 -0.026 -0.248
B -9.06192 -2.90292 -3.83271 -0.509 -0.715 -0.741
F -10.00174 -3.43747 -4.72499 0.348 0.229 -0.095
O 3.47842 0.66814 2.19253 1.316 -1.472 -1.525
C 3.16169 0.10338 0.96060 -1.301 2.210 1.838
C 2.95388 1.92481 2.70563 -0.011 0.734 -0.677
Sn -3.45636 -0.24271 -2.81797 -0.385 -0.228 -0.068
C 4.04443 -1.15233 0.57953 -0.295 0.405 1.869
H 3.18631 2.03322 3.76502 0.280 -0.893 -0.068


9.
13
Properties=species:S:1:pos:R:3:forces:R:3 method="wB97M-V/def2-TZVPD" lumo_ev=0.2 e_homo_ev=-9.64
H 2.57527 -0.21839 -0.24253 2.059 -0.182 -2.006
H 0.29113 -0.33499 -1.68463 0.331 0.192 0.882
H 1.72767 -0.66708 1.02138 -0.181 -1.312 2.044
Cl -1.08687 -1.35835 1.58439 0.170 0.460 -0.329
H 0.63083 -1.72005 -0.74723 -0.396 -1.552 -0.137
C -1.28540 1.50796 0.50908 0.634 -3.582 0.442
C -0.93212 -0.48696 0.05763 -0.555 2.247 0.527
C 1.62370 -0.15477 0.12910 -2.534 0.700 0.195
H 1.44242 0.83595 0.43693 -0.064 1.550 0.194
Br -2.45424 -0.94571 -1.11310 0.729 0.104 0.397
Cl -1.64553 2.33826 -0.93463 -0.010 0.541 -0.429
O -1.30904 1.89593 1.61649 0.076 -0.148 -0.771
C 0.42217 -0.69179 -0.63288 -0.260 0.983 -1.008


Computed energy, in the same sequence as the records: -15043.76940 -15042.44726 -15042.30929 -15044.89923 -25878.52266 -25877.84112 -201117.79380 -33843.90598 -101362.18252 eV.
Computed molecular weight, in the same sequence as the records: 84.14 84.14 84.14 84.14 116.21 116.21 708.09 347.59 219.89 g mol⁻¹.